Entry 1:
Entry from the Open Molecules 2025 dataset: a molecular structure, C20H29O2PdTe (the ωB97M-V functional and the def2-TZVPD basis).

XYZ file:
```
53
Properties=species:S:1:pos:R:3:forces:R:3
Pd 0.313144 0.301786 0.303903 -0.01 0.68 0.00
C 3.319354 -0.481641 1.887391 0.00 0.00 -0.01
C 1.871495 -0.154401 2.043580 -0.02 -0.03 0.23
C 1.453314 1.178848 2.264510 0.06 -0.15 0.18
C 0.104149 1.491524 2.471408 0.04 -0.05 0.09
C -0.874593 0.473260 2.446985 0.03 -0.05 0.12
C -0.478536 -0.862061 2.265147 0.02 -0.06 0.15
C 0.874647 -1.171499 2.070238 0.05 0.05 0.10
H 3.818888 0.210498 1.209293 0.00 0.00 0.00
H 3.477079 -1.502751 1.548319 0.00 0.00 -0.01
H 3.804926 -0.371077 2.862311 -0.01 -0.02 0.01
H 2.209301 1.951259 2.340833 -0.04 0.06 -0.16
H -0.185147 2.509585 2.702595 -0.03 0.03 -0.16
H -1.911122 0.705870 2.655726 -0.02 0.06 -0.15
H -1.211677 -1.655324 2.332133 -0.01 0.00 -0.12
H 1.185716 -2.207203 2.016598 -0.02 0.00 -0.22
C -2.372493 0.360657 -1.532416 -0.01 -0.02 0.02
O -0.965832 0.002879 -1.514464 0.03 -0.03 0.15
C -0.194398 0.566461 -2.602023 -0.02 -0.07 -0.04
C 0.179189 1.982455 -2.289095 0.03 0.05 -0.06
O 0.907282 1.950487 -1.043192 -0.13 0.00 0.04
C 1.189374 3.290052 -0.559231 0.09 -0.01 -0.04
H -2.794579 0.077769 -2.495370 0.00 -0.01 0.00
H -2.508678 1.428207 -1.365158 0.01 0.00 0.00
H -2.851814 -0.203934 -0.737254 0.00 -0.01 0.00
H -0.748715 0.498683 -3.538678 -0.07 -0.02 0.04
H 0.700531 -0.054345 -2.679282 0.00 0.00 -0.06
H -0.691095 2.633183 -2.176921 -0.01 0.00 -0.01
H 0.815347 2.384326 -3.080179 0.06 0.03 0.06
H 1.702278 3.844040 -1.343338 0.01 -0.01 -0.01
H 1.846499 3.198342 0.298778 0.01 -0.01 0.00
H 0.261437 3.795651 -0.292051 -0.01 -0.01 0.01
C -1.695571 -9.156728 -1.948420 -0.08 0.01 0.00
C -1.381731 -7.740870 -1.650152 0.05 0.00 -0.02
C -0.182883 -7.385199 -0.986649 -0.02 -0.04 -0.03
C 0.151036 -6.080586 -0.757693 0.00 0.05 -0.03
C 1.409106 -5.718423 -0.024034 -0.06 0.06 -0.05
C -0.747953 -5.069913 -1.233574 -0.06 -0.16 -0.03
Te -0.140652 -3.127687 -1.191662 -0.03 -0.24 -0.03
C -2.007747 -5.398539 -1.831730 0.05 0.06 0.06
C -3.010302 -4.356336 -2.240459 0.05 -0.07 -0.05
C -2.283664 -6.722524 -2.032371 -0.03 -0.05 0.00
H -0.924630 -9.841925 -1.609068 0.00 0.00 0.01
H -1.841265 -9.280767 -3.026446 0.03 0.00 -0.01
H -2.653578 -9.433549 -1.496767 0.02 0.00 0.03
H 0.487573 -8.172832 -0.666080 -0.01 0.00 0.01
H 2.037515 -6.590794 0.137913 0.00 0.00 -0.01
H 1.166908 -5.297215 0.955275 0.01 -0.01 0.01
H 2.003716 -4.986567 -0.581003 0.03 -0.03 -0.01
H -2.686774 -3.338059 -2.006293 -0.01 0.01 0.00
H -3.956361 -4.524360 -1.724824 0.01 0.01 0.01
H -3.208757 -4.408064 -3.311345 0.02 0.02 -0.01
H -3.216685 -7.005133 -2.506695 0.01 -0.01 0.00
```
Forces are in eV/Å.

* multiplicity: 5
* HOMO level (alpha / beta): -17.05 / -17.54 eV
* total charge: +3
* relative energy (zero: lowest compared OMol25 entry of this formula, charge and spin): 11.6 kcal/mol
* <S²>: 6.03

Atom charges from the Löwdin analysis, given in e for atoms 1 to 6: atom 1 (Pd): 1.073, atom 2 (C): 0.009, atom 3 (C): -0.278, atom 4 (C): -0.034, atom 5 (C): -0.020, atom 6 (C): -0.033

***

Entry 2:
Entry from the Open Molecules 2025 dataset: a molecular structure, C17H37BBrCaCl3CsF4MgN2O10 at a distorted geometry (the ωB97M-V functional and the def2-TZVPD basis).

XYZ file:
```
78
Properties=species:S:1:pos:R:3:forces:R:3
C 6.068839 -3.867386 0.588484 2.30 0.57 0.74
C 5.611454 -2.409169 -0.003010 1.25 0.08 2.43
Cl 6.630175 -2.127588 -1.568798 -1.06 0.37 0.98
C 5.713369 -1.162707 1.056064 0.18 1.72 -0.72
B 6.556085 -1.479808 2.432102 -3.83 0.29 -1.21
Br 5.540847 -1.988055 4.133121 0.95 0.64 -1.93
H 5.550007 -4.187107 1.587957 1.00 1.01 -1.88
H 7.249384 -3.920821 0.616592 -1.45 -0.12 0.24
H 5.736166 -4.674746 -0.223397 2.90 1.47 2.29
H 4.484535 -2.464998 -0.384365 3.71 -2.98 2.57
H 4.629382 -0.740953 1.326028 1.86 -1.03 -0.29
H 6.261500 -0.252456 0.517967 -0.92 -1.68 1.11
H 7.729553 -1.421757 2.557487 -4.20 2.50 -3.73
C 1.455459 -1.564393 -1.069044 -0.98 -0.34 0.27
C 1.478251 -3.077140 -1.282300 -0.91 -0.30 0.11
N 0.313242 -3.783386 -0.739080 0.01 0.43 0.06
C 0.471866 -5.242855 -0.753078 0.35 -0.22 0.33
C 0.570402 -5.931834 -2.110922 -0.10 -0.20 -0.20
C -0.998634 -3.300607 -1.180389 -0.01 0.27 0.23
C -1.291877 -3.322314 -2.674423 -0.28 -0.11 -0.30
H 1.390828 -1.315208 -0.005155 -0.06 0.09 0.09
H 2.376958 -1.123515 -1.463144 -2.52 0.10 -0.80
H 0.621858 -1.087858 -1.592502 0.28 0.22 0.09
H 2.380096 -3.451857 -0.787594 -0.93 -0.17 -0.26
H 1.602624 -3.272921 -2.351402 0.18 0.05 -0.31
H -0.349546 -5.702001 -0.186733 0.03 0.35 -0.08
H 1.374958 -5.492031 -0.182683 -0.05 0.23 -0.08
H -0.404531 -6.011289 -2.595564 0.13 0.04 -0.04
H 0.939478 -6.954614 -1.979058 -0.02 0.17 0.02
H 1.259863 -5.424537 -2.791452 -0.04 -0.05 0.07
H -1.125637 -2.272617 -0.819818 0.13 -0.06 0.00
H -1.785823 -3.861222 -0.656721 0.37 -0.02 -0.01
H -0.443148 -2.986351 -3.276352 -0.02 -0.05 0.02
H -2.131353 -2.655760 -2.894547 0.07 -0.04 0.02
H -1.584689 -4.319457 -3.011719 0.16 0.17 -0.06
Cl 4.140522 -4.231212 -0.571421 -6.37 -2.55 -3.33
Cs 8.781485 -2.230164 3.722291 6.27 -3.71 5.28
C -1.459899 -1.098959 2.133890 -0.32 -0.23 0.24
C -0.707142 0.193834 2.379449 0.16 -0.12 -0.03
O -1.108550 1.256073 1.521203 -0.65 -0.25 -0.72
C -2.319019 2.001359 1.834302 1.32 -0.22 2.20
O -2.293795 2.435471 3.090724 -0.98 -0.24 -1.56
C -3.649207 1.238232 1.452629 -0.02 -1.13 0.25
F -3.492211 0.537422 0.292429 -0.11 0.35 0.33
F -4.673392 2.106617 1.214206 0.36 0.00 0.10
F -4.095582 0.354814 2.377962 0.22 0.90 -0.63
H -1.618282 -1.270524 1.064610 0.12 0.03 0.14
H -0.906939 -1.946288 2.551860 0.00 0.08 -0.08
H -2.435394 -1.086895 2.621579 0.13 -0.07 -0.10
H 0.345664 0.009192 2.136739 0.03 0.26 -0.08
H -0.724289 0.474900 3.437741 -0.24 0.19 -0.15
H -2.285297 2.770769 1.049068 -0.01 0.51 -0.15
C -7.701274 2.309170 -2.804147 0.33 0.15 0.02
C -7.005594 3.629066 -2.941532 -1.93 0.09 -4.32
O -7.021430 4.343804 -3.922676 -0.13 -1.05 1.33
N -6.206557 4.137097 -1.888431 1.62 0.19 1.33
C -6.737964 5.392363 -1.307281 -0.21 -0.15 1.34
H -8.090123 1.999867 -3.777073 0.07 0.25 0.18
H -6.991034 1.553674 -2.454833 -0.15 -0.01 0.16
H -8.528534 2.400797 -2.097004 0.05 -0.11 0.11
H -6.034862 3.421902 -1.180128 0.35 0.06 0.29
H -5.343126 4.409693 -2.370317 0.36 -0.31 0.36
H -6.040173 5.707963 -0.527583 -0.18 0.06 -0.09
H -7.720640 5.186820 -0.874655 0.12 0.18 -0.11
H -6.796225 6.156815 -2.087194 0.11 -0.81 0.15
Mg -7.285555 8.020275 -2.718632 -0.12 1.84 -0.80
F 7.949988 -5.675897 0.220332 -0.02 0.58 0.23
C 9.510979 -0.242638 9.097434 0.81 -1.13 0.15
O 8.694919 0.437336 8.429889 -0.33 -0.85 -1.67
O 9.771840 0.341918 10.258131 0.02 0.57 0.70
O 10.084270 -1.327025 8.849870 -0.81 0.67 -0.73
H 9.168584 1.082923 10.046133 0.26 0.69 1.29
O -5.033401 11.283352 -6.349708 -0.15 0.04 0.68
Cl -5.433722 11.821258 -5.064057 -0.23 1.22 -1.39
O -6.853635 12.114535 -5.083694 0.44 -0.38 0.23
O -4.692525 13.038661 -4.797422 -0.24 -0.81 0.13
O -5.155435 10.848674 -4.025289 -0.04 -0.56 0.61
Ca 4.110617 -1.055728 -1.171945 1.62 2.38 -1.65
```
Forces are in eV/Å.

* HOMO level: -9.37 eV
* total charge: +1

Atom charges from the Löwdin analysis, given in e for atoms 1 to 6: atom 1 (C): -0.342, atom 2 (C): -0.876, atom 3 (Cl): 0.616, atom 4 (C): -0.262, atom 5 (B): -0.716, atom 6 (Br): 0.635

***

Entry 3:
Entry from the Open Molecules 2025 dataset: a molecular structure, H6O3Rb (the ωB97M-V functional and the def2-TZVPD basis).

XYZ file:
```
10
Properties=species:S:1:pos:R:3:forces:R:3
Rb -1.138018 0.455306 -0.404257 -0.18 -0.12 -0.12
O 0.205095 1.358095 -2.864946 0.13 -0.02 0.58
H 0.962100 0.766263 -2.750414 0.00 0.22 -0.32
H 0.553407 2.248751 -2.712538 0.01 -0.19 -0.26
O -0.057145 -2.205285 0.162582 0.11 0.01 0.08
H 0.722101 -2.254999 0.731557 -0.11 -0.10 -0.12
H -0.266740 -3.124564 -0.051423 0.02 0.17 0.02
O -0.404934 0.903408 2.241546 0.08 0.02 0.34
H -0.030679 0.208470 2.800031 -0.09 0.13 -0.07
H -0.545186 1.644554 2.847864 0.03 -0.12 -0.14
```
Forces are in eV/Å.

* HOMO level: -15.84 eV
* total charge: +1
* relative energy (zero: lowest compared OMol25 entry of this formula, charge and spin): 2.3 kcal/mol

Atom charges from the natural (NBO) analysis, given in e for atoms 1 to 6: atom 1 (Rb): 0.991, atom 2 (O): -0.964, atom 3 (H): 0.480, atom 4 (H): 0.488, atom 5 (O): -0.985, atom 6 (H): 0.488

***

Entry 4:
Entry from the Open Molecules 2025 dataset: 2 unconnected molecules or ions with the total composition C2H3Cl3Si at a distorted geometry (the ωB97M-V functional and the def2-TZVPD basis).

XYZ file:
```
9
Properties=species:S:1:pos:R:3:forces:R:3
C -2.167351 -0.519982 0.335482 -1.42 -1.02 1.50
C -1.577515 0.096384 -0.585849 2.43 0.68 0.90
Si 2.106777 0.373091 0.100462 -1.15 0.79 -1.47
Cl 2.611085 -0.329887 -1.753611 -0.04 -0.76 -0.07
Cl 3.283377 1.994588 0.154762 0.52 1.13 0.34
Cl 2.443928 -0.629521 1.764794 0.35 -1.18 1.11
H -3.157127 -0.890777 0.137707 -0.62 -0.34 0.15
H -1.787576 -0.610259 1.324681 0.35 -0.40 0.71
H -1.755599 0.516363 -1.478425 -0.42 1.09 -3.17
```
Forces are in eV/Å.

* HOMO level (alpha / beta): -8.84 / -8.41 eV
* relative energy (zero: lowest compared OMol25 entry of this formula, charge and spin): 100.3 kcal/mol

Atom charges from the natural (NBO) analysis, given in e for atoms 1 to 6: atom 1 (C): -0.522, atom 2 (C): -0.067, atom 3 (Si): 1.080, atom 4 (Cl): -0.369, atom 5 (Cl): -0.374, atom 6 (Cl): -0.342